Entry 1:
97
Properties=species:S:1:pos:R:3:forces:R:3:lowdin_charge:R:1 method="wB97M-V/def2-TZVPD" homo_ha=-0.1471 e_tot_ha=-3014.0672 total_charge=-1 lumo_energy_ev=2.32
Pb -0.029 -0.180 0.041 -0.03 -0.01 0.02 1.334
C 3.039 2.168 3.125 0.01 0.06 0.01 -0.058
C 2.390 1.758 1.946 -0.05 -0.06 -0.05 -0.152
N 2.011 0.523 1.728 0.10 0.04 0.06 0.065
C 2.259 -0.423 2.672 -0.05 -0.02 -0.01 -0.149
C 2.910 -0.107 3.888 0.00 -0.01 0.00 -0.166
C 3.292 1.238 4.088 0.00 -0.03 0.00 -0.026
C 3.152 -1.112 4.853 0.04 0.07 0.03 -0.083
C 2.730 -2.386 4.592 -0.03 -0.05 -0.02 -0.104
C 2.076 -2.721 3.399 0.03 0.02 0.04 -0.039
C 1.814 -1.776 2.406 0.03 -0.05 0.01 -0.244
N 1.120 -1.999 1.268 -0.06 0.03 -0.05 -0.053
C 0.919 -3.259 0.772 0.03 -0.04 0.03 -0.251
C 1.856 -4.283 0.777 -0.01 -0.03 -0.03 -0.044
C 1.588 -5.534 0.197 0.06 0.00 0.03 -0.101
C 0.388 -5.811 -0.396 -0.04 -0.01 -0.02 -0.075
C -0.604 -4.804 -0.432 0.00 0.02 0.01 -0.165
C -1.879 -5.001 -1.017 0.01 -0.03 0.00 -0.020
C -2.799 -3.998 -1.004 -0.02 0.00 0.01 -0.043
C -2.450 -2.767 -0.412 0.01 -0.03 0.01 -0.133
N -1.274 -2.545 0.118 -0.07 0.05 -0.05 0.023
C -0.344 -3.537 0.134 0.04 -0.03 0.00 -0.164
H 3.314 3.208 3.252 0.01 0.00 0.00 0.096
H 2.157 2.471 1.165 0.00 0.01 0.02 0.077
H 3.781 1.511 5.016 0.00 0.00 0.00 0.109
H 3.654 -0.856 5.777 -0.01 0.01 0.00 0.095
H 2.892 -3.164 5.329 -0.01 -0.01 -0.01 0.096
H 1.737 -3.738 3.254 0.00 0.01 0.02 0.098
H 2.821 -4.105 1.231 0.00 0.00 -0.01 0.107
H 2.361 -6.294 0.224 0.00 0.01 0.00 0.095
H 0.185 -6.778 -0.838 -0.01 0.00 0.00 0.098
H -2.101 -5.959 -1.474 0.00 0.00 0.00 0.110
H -3.776 -4.108 -1.455 0.01 0.00 -0.01 0.105
H -3.151 -1.943 -0.401 0.01 0.01 -0.01 0.090
C -0.040 7.359 0.923 -0.01 -0.01 0.02 -0.049
C -1.356 6.791 1.378 0.01 0.01 -0.02 -0.219
C -2.315 7.592 1.987 0.00 -0.01 0.00 -0.061
C -3.524 7.068 2.420 0.00 0.00 -0.01 -0.100
C -3.796 5.722 2.223 0.00 0.01 0.01 -0.083
C -2.867 4.904 1.599 0.05 0.00 -0.02 -0.020
C -1.642 5.434 1.193 -0.07 -0.01 0.01 -0.198
N -0.670 4.624 0.567 0.08 0.07 0.05 0.136
C -0.461 3.268 0.780 0.02 0.01 0.01 -0.386
N -0.658 2.890 2.069 -0.01 0.00 0.03 0.149
C -1.030 1.657 2.686 0.05 0.06 -0.05 -0.212
C -0.988 0.408 2.064 -0.02 -0.02 0.08 -0.231
C -1.403 -0.679 2.840 0.01 -0.01 -0.06 -0.146
C -1.819 -0.553 4.154 -0.03 -0.01 0.06 -0.097
C -1.820 0.698 4.746 0.00 0.00 -0.02 -0.073
C -1.430 1.816 4.028 0.01 -0.02 0.01 -0.219
C -1.431 3.163 4.710 -0.04 -0.01 0.00 -0.051
N 0.042 2.504 -0.126 -0.09 -0.10 -0.04 0.053
C 0.041 2.895 -1.480 0.09 0.04 -0.06 -0.256
C -1.101 3.407 -2.100 -0.02 -0.01 0.05 -0.034
C -1.123 3.674 -3.458 -0.02 -0.01 -0.03 -0.076
C 0.008 3.439 -4.224 -0.01 -0.01 0.02 -0.092
C 1.152 2.953 -3.609 0.00 -0.01 -0.01 -0.053
C 1.197 2.679 -2.246 0.01 0.01 -0.02 -0.216
C 2.469 2.187 -1.614 -0.02 -0.01 0.01 -0.055
H 0.075 8.386 1.268 0.00 0.00 0.00 0.072
H 0.043 7.364 -0.167 0.00 0.00 0.00 0.082
H 0.792 6.765 1.305 0.00 0.00 -0.01 0.080
H -2.099 8.645 2.133 0.00 0.00 0.00 0.103
H -4.251 7.710 2.902 0.00 0.00 0.00 0.095
H -4.742 5.303 2.540 0.00 -0.01 -0.01 0.104
H -3.083 3.861 1.398 -0.03 0.02 0.01 0.093
H -0.294 4.959 -0.306 -0.02 0.01 0.00 0.135
H -0.826 3.682 2.665 -0.01 0.00 -0.01 0.095
H -1.376 -1.669 2.401 0.00 0.02 0.00 0.070
H -2.123 -1.427 4.719 0.00 0.00 -0.01 0.093
H -2.124 0.817 5.781 0.00 0.00 0.00 0.098
H -1.758 3.057 5.743 0.00 -0.01 0.00 0.073
H -2.112 3.873 4.228 0.02 0.01 0.01 0.070
H -0.434 3.616 4.730 0.00 0.00 -0.01 0.082
H -1.987 3.564 -1.501 0.02 0.01 -0.01 0.100
H -2.038 4.033 -3.915 0.00 0.00 0.00 0.101
H -0.004 3.614 -5.292 0.01 0.01 0.00 0.095
H 2.040 2.764 -4.203 0.00 0.00 0.00 0.104
H 3.211 1.963 -2.380 0.01 0.01 0.00 0.075
H 2.313 1.288 -1.016 -0.02 0.01 -0.01 0.026
H 2.889 2.944 -0.946 0.01 -0.01 -0.01 0.077
O -3.318 2.144 0.177 -0.04 -0.03 0.02 0.014
C -3.351 1.538 -0.892 0.05 0.07 -0.05 -0.546
N -2.741 0.374 -1.176 0.06 -0.06 0.04 -0.094
S -2.965 -0.083 -2.708 0.03 0.03 -0.02 0.582
O -3.807 -1.255 -2.799 0.00 -0.03 0.00 -0.324
O -1.722 -0.129 -3.435 -0.03 0.00 0.01 -0.322
C -3.915 1.332 -3.209 -0.02 0.03 0.04 -0.216
C -4.436 1.684 -4.439 0.03 -0.01 -0.01 -0.040
C -5.132 2.884 -4.517 -0.01 0.01 0.01 -0.089
C -5.297 3.690 -3.391 0.00 0.00 -0.01 -0.082
C -4.765 3.315 -2.164 0.00 -0.02 0.00 -0.016
C -4.071 2.120 -2.092 -0.06 -0.02 -0.01 -0.157
H -4.296 1.055 -5.308 0.00 0.00 0.00 0.117
H -5.552 3.199 -5.464 0.00 0.00 0.00 0.097
H -5.844 4.621 -3.479 0.00 0.00 0.00 0.097
H -4.871 3.930 -1.278 0.00 0.00 0.00 0.116

---

Entry 2:
99
Properties=species:S:1:pos:R:3:forces:R:3:lowdin_charge:R:1 method="wB97M-V/def2-TZVPD" spin_multiplicity=4 homo_ha="-0.5627 / -0.5630" e_tot_ha=-6087.4113 total_charge=+3 s_squared=3.768 lumo_energy_ev="-7.60 / -9.24"
Re -0.565 -0.645 -0.353 0.30 0.32 0.02 1.762
O -0.627 1.359 -0.756 0.21 0.14 0.20 -0.468
P -0.084 2.520 0.148 -0.02 -0.11 -0.47 0.847
C -0.596 2.110 1.834 -0.08 -0.09 -0.07 -0.280
P -2.177 1.208 1.762 -0.02 -0.21 0.01 0.857
O -1.897 -0.178 1.073 0.17 0.15 0.30 -0.510
C -2.796 1.011 3.400 -0.03 -0.03 0.08 -0.298
C -2.027 1.314 4.526 0.01 -0.08 -0.04 -0.065
C -2.593 1.217 5.786 0.03 -0.01 0.00 -0.041
C -3.916 0.818 5.920 -0.04 -0.01 0.00 -0.023
C -4.679 0.495 4.802 0.01 -0.01 0.00 -0.035
C -4.127 0.596 3.538 0.06 0.02 0.04 -0.055
C -3.332 2.156 0.810 -0.15 -0.07 -0.04 -0.315
C -3.686 3.425 1.276 -0.01 0.00 -0.02 -0.062
C -4.602 4.181 0.566 0.03 0.00 0.00 -0.035
C -5.177 3.666 -0.592 0.00 0.00 -0.01 -0.030
C -4.843 2.395 -1.042 0.01 0.02 0.02 -0.043
C -3.917 1.637 -0.343 0.03 0.06 -0.02 -0.066
C 1.681 2.670 0.074 0.10 -0.06 -0.02 -0.302
C 2.471 2.829 1.212 0.00 -0.06 -0.03 -0.065
C 3.835 3.039 1.073 -0.01 0.01 0.01 -0.041
C 4.403 3.092 -0.192 -0.01 0.01 0.00 -0.031
C 3.615 2.943 -1.329 -0.02 -0.02 0.00 -0.041
C 2.252 2.736 -1.201 0.02 0.06 0.05 -0.062
C -0.780 4.048 -0.402 -0.21 -0.02 -0.05 -0.304
C -0.650 5.184 0.400 0.04 -0.01 0.00 -0.068
C -1.120 6.401 -0.061 -0.02 0.01 0.00 -0.040
C -1.710 6.483 -1.318 0.01 0.00 -0.01 -0.031
C -1.825 5.357 -2.120 0.00 -0.03 0.01 -0.043
C -1.359 4.130 -1.668 -0.10 0.04 0.07 -0.063
H -0.692 3.004 2.452 0.00 0.00 0.00 0.093
H 0.154 1.441 2.264 0.00 0.05 0.10 0.077
H -0.993 1.622 4.431 -0.01 0.03 0.02 0.103
H -2.005 1.453 6.662 -0.01 0.02 -0.01 0.123
H -4.360 0.765 6.905 0.01 -0.03 -0.01 0.127
H -5.706 0.178 4.919 0.01 0.01 0.00 0.124
H -4.728 0.366 2.666 0.00 0.04 0.00 0.119
H -3.261 3.820 2.192 -0.01 -0.01 0.00 0.125
H -4.880 5.164 0.921 0.00 -0.01 -0.01 0.125
H -5.898 4.257 -1.140 -0.01 -0.01 0.02 0.125
H -5.315 1.995 -1.929 0.01 0.01 0.00 0.117
H -3.651 0.647 -0.687 -0.04 -0.02 0.02 0.082
H 2.039 2.795 2.206 0.01 0.01 -0.01 0.112
H 4.451 3.168 1.952 0.00 -0.01 0.00 0.126
H 5.467 3.264 -0.295 -0.01 0.00 0.00 0.126
H 4.062 3.000 -2.312 0.00 0.00 0.01 0.125
H 1.634 2.638 -2.088 0.01 0.00 0.01 0.123
H -0.172 5.132 1.373 0.01 0.01 -0.01 0.115
H -1.020 7.286 0.552 -0.01 -0.01 0.00 0.123
H -2.073 7.437 -1.678 0.01 -0.01 0.01 0.124
H -2.274 5.433 -3.102 0.00 0.00 0.01 0.121
H -1.451 3.248 -2.287 -0.01 -0.01 0.01 0.107
O 3.665 -0.396 1.820 -0.02 0.03 -0.09 0.115
C 4.138 -0.465 0.569 0.00 0.02 0.13 -0.236
C 5.523 -0.509 0.424 0.10 0.02 -0.04 0.022
C 6.081 -0.601 -0.831 0.01 -0.01 0.01 -0.007
C 5.288 -0.654 -1.991 0.01 0.02 0.02 -0.042
C 3.929 -0.615 -1.867 -0.03 0.00 0.03 0.003
C 3.327 -0.519 -0.587 0.05 0.00 -0.07 -0.088
C 1.917 -0.491 -0.501 -0.31 -0.03 -0.22 -0.481
O 1.116 -0.681 -1.512 0.19 -0.03 0.10 -0.122
O 1.249 -0.306 0.609 -0.22 -0.07 0.02 -0.150
H 2.700 -0.335 1.812 0.01 -0.02 0.00 0.089
H 6.134 -0.470 1.316 0.00 -0.02 -0.02 0.138
H 7.160 -0.637 -0.924 -0.02 0.01 0.00 0.129
H 5.749 -0.724 -2.965 0.01 0.00 0.01 0.121
H 3.292 -0.643 -2.741 -0.01 -0.02 0.02 0.129
Br -3.399 -2.837 0.168 0.02 0.01 0.07 0.924
C -3.138 -2.024 -1.492 0.03 0.07 -0.16 -0.711
C -4.018 -2.339 -2.513 -0.04 -0.02 -0.05 -0.067
C -3.857 -1.753 -3.756 -0.02 -0.03 -0.01 0.014
C -2.827 -0.839 -3.951 -0.05 -0.01 -0.05 -0.005
C -1.992 -0.566 -2.902 0.04 -0.03 0.13 -0.098
N -2.125 -1.155 -1.680 0.04 0.11 -0.29 -0.142
H -4.815 -3.043 -2.321 0.00 0.00 -0.02 0.122
H -4.527 -2.011 -4.567 -0.02 0.02 0.02 0.139
H -2.672 -0.350 -4.902 0.00 -0.01 0.00 0.133
H -1.175 0.139 -2.999 0.01 -0.02 0.01 0.116
S 2.593 -6.116 0.978 -0.09 -0.23 0.11 1.140
C 1.529 -4.875 0.478 -0.08 0.22 -0.01 -0.486
C 0.906 -4.142 1.518 0.03 -0.18 -0.07 -0.058
C 0.117 -3.077 1.219 -0.20 0.13 -0.17 -0.123
N -0.117 -2.662 -0.060 0.17 -0.18 0.35 -0.161
C 0.425 -3.404 -1.059 -0.21 0.10 0.04 -0.097
C 1.232 -4.484 -0.841 0.04 -0.08 0.09 -0.021
C 3.086 -6.990 -0.487 0.13 0.09 0.04 -0.510
C 2.194 -7.544 -1.391 -0.06 -0.10 0.05 -0.086
C 2.721 -8.266 -2.453 0.06 -0.05 -0.08 -0.113
N 4.024 -8.486 -2.626 -0.05 0.16 0.22 0.094
C 4.857 -7.986 -1.717 -0.02 -0.09 -0.13 -0.105
C 4.444 -7.220 -0.632 0.01 0.03 -0.11 -0.074
H 1.049 -4.427 2.552 0.01 0.01 -0.01 0.126
H -0.379 -2.513 2.000 0.06 0.05 0.00 0.123
H 0.188 -3.098 -2.070 0.11 0.09 0.00 0.128
H 1.654 -4.999 -1.689 0.00 -0.10 -0.03 0.118
H 1.122 -7.471 -1.261 -0.01 0.07 -0.02 0.117
H 2.060 -8.702 -3.192 0.00 -0.02 0.01 0.119
H 5.908 -8.206 -1.858 0.01 0.02 -0.01 0.122
H 5.163 -6.824 0.073 0.01 -0.01 -0.02 0.110

---

Entry 3:
93
Properties=species:S:1:pos:R:3:forces:R:3:lowdin_charge:R:1 method="wB97M-V/def2-TZVPD" homo_ha=-0.2379 e_tot_ha=-4934.7447 lumo_energy_ev=-0.17
Cu 1.354 0.877 1.902 0.11 0.10 -0.05 0.108
C -0.459 1.800 4.851 0.00 0.00 0.01 -0.245
Si -0.552 1.215 3.047 -0.09 -0.04 0.01 0.548
C -1.816 -0.231 3.062 -0.02 0.02 -0.03 -0.283
C -2.659 -0.351 4.174 -0.01 0.00 -0.01 -0.111
C -3.523 -1.421 4.346 0.01 -0.02 -0.02 -0.086
C -3.556 -2.430 3.397 0.00 0.03 0.01 -0.087
C -2.743 -2.338 2.278 -0.01 0.00 0.01 -0.103
C -1.888 -1.250 2.086 0.03 0.02 0.04 -0.380
P -0.807 -1.152 0.596 -0.02 -0.05 -0.05 1.147
C -1.076 -2.793 -0.201 -0.01 0.00 0.02 -0.371
C -2.220 -3.167 -0.909 0.00 0.02 0.00 -0.101
C -2.301 -4.405 -1.529 0.00 -0.01 0.00 -0.072
C -1.246 -5.304 -1.438 0.00 0.00 -0.01 -0.084
C -0.107 -4.955 -0.727 -0.02 0.00 0.00 -0.092
C -0.026 -3.706 -0.126 0.03 0.00 0.00 -0.096
C -1.782 -0.088 -0.613 0.00 0.02 0.02 -0.393
C -1.557 1.154 -2.400 0.01 0.01 -0.02 -0.188
C -2.890 1.647 -2.857 -0.02 0.00 0.01 -0.043
C -4.050 1.383 -2.256 0.02 0.00 0.00 -0.088
C -4.214 0.577 -1.046 0.01 -0.01 0.00 -0.074
C -3.265 -0.049 -0.342 -0.02 0.00 -0.01 -0.068
C -1.439 2.706 2.221 0.00 -0.03 -0.01 -0.292
C -2.716 3.090 2.637 0.00 -0.01 0.01 -0.092
C -3.348 4.214 2.127 0.01 0.01 -0.01 -0.083
C -2.699 4.996 1.182 0.00 -0.01 0.01 -0.083
C -1.438 4.632 0.736 0.00 0.00 0.00 -0.088
C -0.812 3.490 1.238 0.01 -0.01 -0.02 -0.377
P 0.778 2.886 0.538 0.01 -0.01 0.05 1.040
C 1.258 4.267 -0.573 0.01 0.00 0.01 -0.377
C 1.988 5.311 -0.007 0.00 0.00 0.01 -0.109
C 2.378 6.401 -0.771 0.00 0.00 -0.01 -0.088
C 2.056 6.452 -2.120 0.01 0.00 0.01 -0.092
C 1.342 5.411 -2.697 0.00 0.00 0.00 -0.082
C 0.944 4.327 -1.928 -0.02 0.00 -0.01 -0.083
C 0.204 1.597 -0.646 0.01 0.01 0.01 -0.356
C 1.176 0.868 -1.218 0.00 0.01 0.01 -0.134
C 1.031 -0.312 -2.070 0.04 0.02 0.02 -0.082
C -0.112 -0.901 -2.428 -0.06 -0.03 -0.02 -0.057
C -1.485 -0.377 -2.133 -0.02 -0.02 0.00 -0.198
C -1.259 1.377 -0.890 0.00 -0.01 0.02 -0.189
H -1.405 2.200 5.227 0.00 0.00 0.00 0.016
H 0.280 2.603 4.914 0.00 0.00 0.00 0.019
H -0.133 0.997 5.515 0.00 0.00 0.00 0.024
H -2.627 0.409 4.945 0.00 0.00 0.00 0.082
H -4.154 -1.473 5.225 0.00 0.00 0.00 0.100
H -4.207 -3.286 3.522 0.00 0.00 0.00 0.101
H -2.780 -3.134 1.547 0.00 0.00 0.00 0.089
H -3.063 -2.488 -0.975 0.01 0.00 0.00 0.103
H -3.195 -4.673 -2.079 0.00 0.00 0.00 0.104
H -1.311 -6.271 -1.919 0.00 -0.01 0.00 0.103
H 0.719 -5.652 -0.653 0.01 0.00 0.00 0.094
H 0.879 -3.424 0.402 -0.02 0.00 0.00 0.077
H -0.772 1.512 -3.065 0.00 0.00 0.00 0.135
H -2.899 2.263 -3.749 0.00 0.00 0.00 0.104
H -4.956 1.799 -2.681 0.00 0.00 0.00 0.097
H -5.228 0.492 -0.673 0.00 0.00 0.00 0.101
H -3.597 -0.569 0.548 0.00 -0.01 0.01 0.094
H -3.232 2.488 3.378 0.00 0.00 0.00 0.097
H -4.341 4.482 2.467 0.00 0.00 0.00 0.100
H -3.176 5.882 0.782 0.00 0.00 0.00 0.101
H -0.952 5.236 -0.019 0.01 0.01 -0.01 0.096
H 2.249 5.271 1.046 0.00 0.00 0.00 0.103
H 2.938 7.207 -0.314 0.00 0.00 0.00 0.102
H 2.364 7.298 -2.721 0.00 0.00 0.00 0.100
H 1.089 5.446 -3.750 0.00 0.00 0.00 0.102
H 0.383 3.521 -2.386 0.01 0.00 0.00 0.095
H 2.202 1.139 -0.992 0.00 0.01 0.00 0.083
H 1.962 -0.775 -2.382 0.00 0.00 0.00 0.089
H -0.060 -1.817 -3.007 0.01 0.00 0.00 0.113
H -2.246 -0.974 -2.631 0.00 0.00 0.00 0.141
H -1.866 2.142 -0.417 0.00 0.01 0.00 0.130
S 5.878 -2.730 -1.031 0.00 0.02 0.01 1.030
C 4.762 -1.751 -0.075 -0.01 -0.04 0.01 -0.511
C 3.702 -2.297 0.640 -0.01 0.03 0.00 -0.058
C 2.868 -1.449 1.341 0.03 0.01 0.00 -0.120
N 3.033 -0.122 1.372 -0.07 -0.06 0.00 -0.014
C 4.083 0.391 0.727 0.01 0.01 0.00 -0.124
C 4.969 -0.378 -0.004 0.00 0.01 0.00 -0.073
C 4.814 -4.065 -1.521 -0.01 -0.01 -0.01 -0.538
C 3.640 -3.826 -2.225 0.00 0.00 0.01 -0.077
C 2.861 -4.908 -2.594 0.01 -0.02 0.00 -0.143
N 3.185 -6.175 -2.330 0.00 0.01 0.00 0.068
C 4.320 -6.389 -1.675 -0.01 0.00 0.02 -0.138
C 5.165 -5.375 -1.240 0.00 0.00 -0.01 -0.080
H 3.510 -3.360 0.643 0.01 0.00 0.00 0.113
H 2.019 -1.832 1.892 0.00 0.01 0.00 0.098
H 4.190 1.468 0.773 0.00 0.00 0.00 0.121
H 5.783 0.094 -0.538 0.00 0.00 0.00 0.110
H 3.333 -2.818 -2.472 -0.01 0.00 0.00 0.102
H 1.930 -4.751 -3.127 0.00 0.00 0.00 0.109
H 4.567 -7.424 -1.468 0.00 0.00 -0.01 0.108
H 6.065 -5.605 -0.687 0.00 0.00 0.00 0.105

---

What relative energy (zero: lowest compared OMol25 entry of this formula, charge and spin) values result from the calculations? In sequence: 0.00 0.00 0.18 kcal per mole.